50
Properties=species:S:1:pos:R:3:forces:R:3:mulliken_charge:R:1 method="wB97M-V/def2-TZVPD" e_homo_ev=-5.6 e_tot_ev=-53474.8755 total_charge=-1 homo_lumo_gap_ev=7.5
F -1.01343 -2.04310 1.32894 0.3545 0.4203 -1.4771 -0.30
C -0.55402 -1.94112 0.02328 1.5495 0.1440 -0.3333 0.23
F -0.85727 -0.64367 -0.44669 0.0685 -1.4232 0.4740 -0.30
C 1.02233 -2.20245 -0.06496 -1.1679 0.5751 0.7855 0.32
F 1.75798 -1.19879 0.59955 -1.0026 -0.4137 -1.1389 -0.32
F 1.29747 -2.11923 -1.46781 -0.6842 0.4205 1.7245 -0.25
Nb 1.44750 -4.35075 0.65314 0.8552 -1.8290 -0.7422 -0.56
S 2.21581 -5.00243 -1.64097 -0.7487 -0.7140 0.1497 -0.44
H -1.01904 -2.74194 -0.61940 0.0312 1.1577 0.6758 0.34
H -0.24789 -4.80275 0.13182 -0.4204 0.2222 -0.4053 0.01
H 1.79880 -6.00043 1.34405 -0.0571 0.1487 0.7107 0.06
H 3.16199 -3.84584 1.00837 0.3520 0.3943 -0.4227 0.06
H 0.87713 -3.88190 2.33674 -0.0618 -0.1823 -0.4101 0.00
H 1.21467 -5.77088 -2.21513 0.6513 0.6575 0.6354 0.13
C -6.79888 3.23862 -0.48794 -0.3076 0.0999 -0.0605 -0.65
O -5.38258 3.15448 -0.35931 0.0224 0.0056 0.0109 -0.33
C -4.94449 1.97359 0.10291 0.4542 0.0191 0.0105 0.76
O -5.63399 1.03408 0.39932 -0.0871 0.1162 -0.0359 -0.54
O -3.61247 2.02736 0.17530 -0.4012 0.1813 -0.0415 -0.27
C -2.99775 0.82590 0.65741 0.2363 -0.3387 0.2276 -0.77
H -7.03677 4.23162 -0.86763 0.2632 -0.0209 0.0247 0.22
H -7.16610 2.49754 -1.19957 0.0051 -0.0545 0.1732 0.29
H -7.28225 3.11277 0.48218 0.0219 -0.1537 -0.0948 0.29
H -3.21210 -0.00932 -0.00745 -0.0900 0.0887 0.1242 0.35
H -3.32951 0.60517 1.67383 -0.1386 -0.0458 -0.1353 0.37
H -1.92325 0.98516 0.67359 -0.1746 0.1984 -0.1308 0.27
C 3.02944 -0.59101 -2.85339 0.0625 0.1498 0.3557 -0.53
O 3.37459 -0.65532 -4.24406 0.3561 -0.0096 -0.3470 -0.33
C 4.53224 -1.26867 -4.49490 -0.4939 0.1780 0.2301 0.79
O 5.27405 -1.74696 -3.67905 0.1225 0.0351 -0.1801 -0.54
O 4.72800 -1.25873 -5.82390 0.0124 0.0147 -0.0818 -0.33
C 5.93767 -1.88662 -6.23552 0.2094 -0.1258 -0.1490 -0.63
H 2.07523 -0.07428 -2.77225 0.0648 -0.0790 -0.2753 0.17
H 2.91874 -1.58637 -2.44051 0.2950 0.1301 -0.1296 0.32
H 3.77928 -0.02420 -2.29772 0.0467 -0.1320 -0.0748 0.31
H 5.94111 -2.94020 -5.95176 0.0801 0.1117 0.1266 0.29
H 6.80241 -1.37194 -5.81326 -0.0552 -0.1424 0.1020 0.28
H 5.99067 -1.81980 -7.32180 -0.2213 0.1148 0.0735 0.21
C 0.50604 2.82260 6.36422 0.2119 -0.1645 0.2695 -0.62
O -0.37248 3.61588 5.56925 -0.0756 0.0803 -0.0602 -0.33
C -0.51469 3.17643 4.31092 -0.1181 0.1180 -0.0515 0.77
O 0.02024 2.21217 3.83711 -0.0106 0.0613 0.0654 -0.51
O -1.35666 4.00043 3.67675 0.0876 0.0275 0.2102 -0.34
C -1.60157 3.64731 2.31438 -0.1240 0.0038 -0.4067 -0.40
H 0.54496 3.26892 7.35727 -0.1680 0.1497 -0.1555 0.21
H 0.12827 1.80330 6.45599 0.1180 0.0313 -0.1506 0.30
H 1.51261 2.82299 5.94350 -0.1153 -0.1402 -0.0634 0.29
H -2.06113 2.66255 2.24888 0.1922 0.0473 0.0403 0.12
H -0.67721 3.68059 1.73566 -0.0345 -0.1761 0.0886 0.30
H -2.29367 4.37923 1.90059 0.0337 0.0423 0.2653 0.25


58
Properties=species:S:1:pos:R:3:forces:R:3:mulliken_charge:R:1 method="wB97M-V/def2-TZVPD" e_homo_ev=-7.8 smiles=CCP(CC)B1OBOB(F)O1.ClCCl.ClCCl.ClCCl.ClCCl.ClCCl.ClCCl.ClCCl e_tot_ev=-207312.6665 homo_lumo_gap_ev=8.0
C -5.01321 0.45926 1.54594 -0.0045 -0.0132 0.3359 -1.26
C -3.73284 -0.26208 1.97333 -0.5295 -0.4596 -0.4274 -0.33
P -2.32241 0.30962 0.94924 0.5122 1.5117 0.5027 -0.20
C -0.82836 -0.61874 1.46931 0.0706 -0.6374 -0.4488 -0.24
C -0.53627 -1.95141 0.77564 0.0928 -0.2163 0.3237 -0.69
B -2.71853 -0.03173 -0.91694 0.8227 -0.5781 -0.3763 0.48
O -3.03942 1.05392 -1.72442 -0.8422 0.1870 0.8826 -0.31
B -4.26491 0.86650 -2.33506 0.5212 0.0648 -0.6405 0.61
O -4.45223 -0.33696 -2.99048 -0.6968 -0.0363 0.5716 -0.49
B -3.87138 -1.42258 -2.37287 0.6858 0.0918 -0.3669 0.59
F -4.38893 -2.61771 -2.53707 -0.0899 -0.3747 -0.2494 -0.21
O -2.77501 -1.27316 -1.55236 -0.7074 0.0161 0.5649 -0.43
H -4.88904 1.53897 1.61783 0.0310 0.0496 -0.2041 0.34
H -5.83448 0.19308 2.21177 -0.0581 -0.0754 -0.0436 0.41
H -5.31517 0.18861 0.53271 -0.0140 0.0681 -0.0770 0.26
H -3.91591 -1.33858 1.95508 0.1507 -0.0853 0.0368 0.28
H -3.49993 0.02786 2.99730 0.1715 -0.0618 0.0280 0.40
H -0.88579 -0.77187 2.54813 -0.2000 0.1274 0.0594 0.28
H 0.01236 0.05251 1.29808 0.0047 0.0760 0.1193 0.28
H 0.08633 -2.56409 1.42950 0.0235 0.0048 -0.2239 0.18
H -1.43825 -2.52519 0.56785 -0.0683 0.0254 -0.0426 0.22
H 0.01381 -1.81188 -0.15122 -0.1261 0.0827 -0.1473 0.04
H -5.13109 1.67076 -2.24783 0.0480 0.1080 -0.2811 -0.10
Cl -0.01813 2.23833 -0.39381 -0.0128 0.2380 -0.0408 -0.03
C 1.09910 3.60121 -0.27801 0.0673 -0.1563 -0.1379 -0.22
Cl 1.57657 3.95009 1.39089 0.0055 -0.0691 -0.0102 -0.13
H 1.97334 3.31727 -0.84670 0.1066 0.2129 0.0535 -0.03
H 0.62292 4.47949 -0.69493 -0.0338 0.0196 0.0332 0.31
Cl 2.69781 4.30737 4.88364 -0.0010 -0.0002 -0.0212 -0.15
C 2.64908 5.98272 4.32144 0.0079 0.0092 -0.0430 -0.16
Cl 2.06335 7.09266 5.56628 0.0013 0.0100 -0.0034 -0.16
H 3.65297 6.27851 4.04405 0.0250 -0.0011 0.0355 0.29
H 1.98105 6.03833 3.47078 -0.0422 -0.0087 0.0163 0.17
Cl 3.05810 2.25813 -2.91490 0.1115 0.0363 -0.1003 -0.16
C 4.01497 1.38139 -1.70542 0.0147 -0.0832 0.0986 -0.47
Cl 3.36972 -0.23402 -1.41096 0.0066 0.2718 -0.0947 0.03
H 5.03041 1.28771 -2.07000 -0.0063 -0.0022 -0.0651 0.34
H 3.99408 1.94314 -0.77790 -0.0421 -0.0165 0.0151 0.30
Cl 6.69830 -1.37453 -0.26646 0.0268 -0.0074 0.0089 -0.16
C 5.69494 -2.81116 -0.01010 -0.0385 -0.0297 -0.0655 -0.29
Cl 4.33398 -2.49971 1.07048 -0.0122 -0.0521 0.0953 -0.09
H 5.30154 -3.13184 -0.96759 -0.0257 0.0598 -0.0233 0.20
H 6.31501 -3.57968 0.43343 0.0176 0.0128 0.0304 0.34
Cl 1.78527 -4.76473 -4.05846 -0.0035 0.0014 -0.0064 -0.18
C 1.34694 -3.21126 -3.33720 -0.0044 0.0616 -0.0530 -0.16
Cl 1.97755 -3.03476 -1.69583 -0.0143 -0.2699 0.0269 -0.06
H 1.76368 -2.41978 -3.94893 0.0388 -0.0088 0.0000 0.19
H 0.26671 -3.14159 -3.29703 -0.0165 -0.0292 0.0295 0.19
Cl -0.12923 2.01161 -6.02389 0.0022 0.0062 -0.0026 -0.17
C -0.70355 1.48945 -4.43663 -0.0328 0.0748 0.0678 -0.28
Cl 0.17198 0.07588 -3.83937 -0.0455 -0.0818 0.0728 -0.02
H -0.55359 2.29781 -3.73086 0.0279 -0.0073 0.0273 0.21
H -1.75310 1.23454 -4.51458 0.0009 -0.0348 -0.0316 0.22
Cl -1.91020 -3.50800 3.73801 -0.0079 0.0210 -0.0138 -0.10
C -0.36165 -4.17210 4.27352 0.0484 -0.0396 0.0687 -0.36
Cl 1.02272 -3.22546 3.71052 0.0532 -0.0445 0.1797 -0.11
H -0.35114 -4.17130 5.35605 -0.0041 0.0261 0.0140 0.32
H -0.26546 -5.17843 3.88597 -0.0163 0.0056 -0.0569 0.28


53
Properties=species:S:1:pos:R:3:forces:R:3:mulliken_charge:R:1 method="wB97M-V/def2-TZVPD" e_homo_ev=-10.3 relative_energy_kcal_mol=22.3 smiles="C[N+](=O)[O-].C[N+](=O)[O-].C[N+](=O)[O-].BrCCBr.BrCCBr.BrCCBr.BrCCBr" e_tot_ev=-588898.2005 homo_lumo_gap_ev=10.1
C -0.25949 0.87086 -8.88768 0.8610 -0.1540 -2.1904 -0.70
N -0.42188 0.91076 -7.43319 -1.9588 -0.4229 -2.4104 0.89
O -1.50832 0.54377 -7.07931 -1.3142 -0.5579 0.9800 -0.53
O 0.44051 1.31151 -6.75165 2.5935 1.0325 1.9024 -0.53
H -0.43364 -0.13381 -9.27294 0.0091 -0.1057 0.5045 0.28
H 0.73089 1.18437 -9.21776 0.0331 0.0047 0.5115 0.31
H -0.97662 1.48479 -9.43258 -0.2208 0.2062 0.7147 0.28
C -0.57299 -6.45342 2.04985 -0.8901 -0.4476 0.1431 -0.72
N 0.34536 -5.38458 1.51512 0.1390 1.5133 -0.0754 0.77
O 1.55672 -5.46078 1.79030 -2.5271 0.0989 -0.7259 -0.47
O -0.20574 -4.46118 0.86426 1.5496 -2.1483 1.3647 -0.47
H -0.46400 -6.65909 3.11471 0.9442 0.1920 -0.1807 0.29
H -0.46600 -7.37127 1.47175 0.4860 0.1697 0.0297 0.29
H -1.62743 -6.18625 1.98001 0.2989 0.6432 -0.5537 0.31
C 0.67086 1.09020 -0.69328 0.9234 -0.7576 -0.5174 -0.72
N -0.40481 1.47174 0.20230 2.7797 -0.8748 1.9883 0.88
O -0.14550 1.46965 1.41421 -1.2116 0.3870 -1.2251 -0.52
O -1.40407 1.69947 -0.37944 -2.9577 1.0166 0.1470 -0.51
H 0.97930 1.99925 -1.20961 0.0934 -0.2420 -0.0572 0.27
H 0.17903 0.38511 -1.36340 0.4547 0.1628 -0.2659 0.30
H 1.47866 0.60583 -0.14469 -0.0940 0.3000 -0.0662 0.29
Br 0.07986 -2.70896 7.29942 0.1311 0.7041 -0.1181 -0.16
C 0.89399 -0.94203 6.99676 1.3268 0.3356 -0.2353 -0.52
C 1.96271 -1.09741 5.91933 -0.1451 -0.2256 0.0150 -0.68
Br 3.03984 0.55834 5.60661 -0.8068 -0.7025 0.1855 -0.17
H 1.47847 -0.67533 7.87730 -0.7796 0.0501 0.3604 0.35
H 0.16285 -0.18497 6.71323 -0.1476 -0.3483 0.3079 0.38
H 1.48039 -1.41299 4.99419 0.5204 0.1744 -0.1443 0.39
H 2.69744 -1.81738 6.27978 -0.0945 0.0107 -0.3939 0.39
Br -2.91950 6.04868 -4.73255 -0.0418 -0.0199 -0.3605 -0.14
C -1.95386 6.15944 -3.06453 0.7892 0.4393 0.0059 -0.46
C -2.95006 6.58267 -2.02878 0.0715 -0.0104 1.2507 -0.65
Br -2.07271 6.99691 -0.25871 -0.1996 -0.2901 -0.8444 -0.18
H -1.18881 6.93153 -3.14623 -0.1473 0.0517 -0.2914 0.34
H -1.40538 5.22276 -2.96503 -0.5433 -0.0573 0.4687 0.33
H -3.69253 5.82450 -1.77978 0.0861 0.1654 -0.1842 0.39
H -3.41054 7.53424 -2.29447 -0.0130 -0.2960 -0.0452 0.38
Br -6.80824 -3.88966 0.46849 -0.4182 1.3499 0.0795 -0.17
C -7.54860 -2.02362 0.66603 -0.2293 0.2611 0.7855 -0.64
C -6.48100 -0.94095 0.48993 0.3886 -1.5725 -0.4194 -0.55
Br -7.26913 0.83394 0.51276 0.2296 -0.4889 -0.0732 -0.14
H -7.95770 -1.93514 1.67246 0.1348 -0.4282 0.0498 0.37
H -8.40969 -1.90173 0.00894 0.4227 -0.2430 -0.3570 0.40
H -5.95335 -1.18696 -0.43158 -0.1800 0.7947 -0.3105 0.36
H -5.70762 -1.03348 1.25244 -0.3393 0.3310 0.2449 0.37
Br 8.56612 1.41638 0.10710 0.0381 0.1148 0.1152 -0.17
C 8.71308 0.15735 1.58793 -0.1498 -0.7629 -0.7472 -0.58
C 7.82490 -1.05728 1.25982 0.2169 -0.0941 1.0357 -0.55
Br 8.35440 -2.39852 2.61858 -0.2584 0.0060 -0.2152 -0.17
H 8.49892 0.68555 2.51703 -0.3617 -0.2349 -0.2148 0.38
H 9.74408 -0.19349 1.63337 -0.0632 0.2534 -0.1719 0.36
H 7.99091 -1.53894 0.29621 0.3459 0.3856 0.1244 0.37
H 6.74982 -0.93035 1.38704 0.2252 0.3305 0.0799 0.36